[1]
An isolated molecule of C4H3N3OS in a non-equilibrium geometry, computed with ωB97M-V with the def2-TZVPD basis set.

Geometry (Å):
1 S 2.915 -1.730 -0.063
2 O 4.368 1.939 -0.172
3 N 0.793 0.894 0.114
4 N 3.155 -0.159 0.174
5 N 1.419 -1.953 0.115
6 C 3.404 1.290 0.054
7 C 0.215 -1.461 -0.110
8 C -0.106 -0.141 0.018
9 C 2.122 0.747 0.153
10 H -1.156 0.272 -0.148
11 H 0.357 1.771 -0.072
12 H -0.680 -2.049 -0.228

As for the lowest unoccupied orbital energy (spin up / spin down): 0.3 / 0.3 eV. Its charge is 0. For the frontier orbital gap (spin up / spin down), the calculation gives 8.005 / 8.005 eV.



[2]
A cluster of 9 separate species, C27H72O9 in total in a non-equilibrium geometry, computed with ωB97M-V with the def2-TZVPD basis set.

Geometry (Å):
1 O 23.891 -11.677 -19.603
2 O 13.084 -7.376 -23.312
3 O 25.205 -8.956 -18.477
4 O 20.100 -4.530 -24.336
5 O 24.882 -4.715 -21.494
6 O 20.500 -7.390 -23.624
7 O 18.763 -6.144 -16.895
8 O 21.590 -13.281 -23.123
9 O 20.503 -7.135 -26.305
10 C 24.779 -7.690 -18.959
11 C 20.490 -8.156 -22.430
12 C 25.864 -6.625 -18.794
13 C 18.978 -3.883 -26.350
14 C 18.772 -7.289 -28.040
15 C 21.535 -7.509 -21.475
16 C 22.150 -14.224 -25.176
17 C 15.238 -7.861 -22.469
18 C 13.741 -6.225 -21.269
19 C 18.812 -4.075 -24.844
20 C 24.222 -3.462 -23.414
21 C 14.188 -6.760 -22.633
22 C 24.339 -5.920 -23.464
23 C 20.956 -8.504 -28.169
24 C 23.986 -4.730 -22.606
25 C 25.748 -12.931 -20.531
26 C 19.846 -7.987 -27.230
27 C 22.468 -13.066 -24.233
28 C 24.471 -12.151 -20.822
29 C 19.073 -8.220 -21.863
30 C 19.464 -8.321 -17.616
31 C 17.018 -7.619 -17.743
32 C 22.188 -11.693 -24.856
33 C 23.519 -7.314 -18.189
34 C 24.635 -10.976 -21.765
35 C 18.468 -7.180 -17.833
36 C 17.762 -5.112 -24.474
37 H 21.744 -11.001 -24.139
38 H 22.313 -15.166 -24.657
39 H 21.404 -11.793 -25.613
40 H 19.265 -8.695 -16.609
41 H 23.783 -2.592 -22.916
42 H 23.624 -6.164 -24.253
43 H 19.510 -4.705 -26.824
44 H 23.747 -6.999 -17.170
45 H 24.531 -7.798 -20.022
46 H 21.457 -12.498 -22.584
47 H 19.162 -8.641 -20.858
48 H 25.481 -5.659 -19.118
49 H 23.039 -6.462 -18.677
50 H 14.555 -6.031 -23.366
51 H 19.276 -9.138 -18.312
52 H 18.460 -8.868 -22.490
53 H 16.186 -7.379 -22.217
54 H 25.776 -13.457 -19.577
55 H 25.020 -11.327 -22.728
56 H 20.724 -6.470 -23.428
57 H 17.690 -5.370 -23.412
58 H 25.269 -3.244 -23.629
59 H 26.606 -12.250 -20.444
60 H 25.956 -13.638 -21.336
61 H 23.488 -13.121 -23.843
62 H 22.790 -8.124 -18.169
63 H 26.119 -9.135 -18.720
64 H 16.739 -4.728 -24.601
65 H 23.766 -12.830 -21.309
66 H 15.381 -8.434 -23.385
67 H 25.787 -4.695 -21.815
68 H 19.394 -8.869 -26.761
69 H 23.063 -11.274 -25.349
70 H 20.317 -7.350 -25.367
71 H 21.371 -6.432 -21.532
72 H 14.982 -8.578 -21.688
73 H 21.343 -7.664 -28.746
74 H 18.592 -7.242 -21.835
75 H 18.086 -6.117 -16.213
76 H 16.727 -8.339 -18.511
77 H 25.395 -5.872 -23.749
78 H 26.772 -6.979 -19.284
79 H 17.805 -6.047 -25.032
80 H 19.550 -2.968 -26.512
81 H 20.592 -9.344 -28.765
82 H 17.951 -6.860 -27.467
83 H 20.765 -9.201 -22.603
84 H 20.474 -7.923 -17.666
85 H 18.293 -8.054 -28.658
86 H 26.085 -6.502 -17.730
87 H 16.332 -6.772 -17.723
88 H 12.434 -6.698 -23.526
89 H 18.618 -6.725 -18.817
90 H 12.871 -5.592 -21.464
91 H 23.671 -10.485 -21.900
92 H 25.345 -10.208 -21.441
93 H 18.017 -3.743 -26.852
94 H 23.686 -3.463 -24.370
95 H 21.454 -7.813 -20.432
96 H 16.810 -8.200 -16.833
97 H 22.760 -14.138 -26.078
98 H 19.246 -6.542 -28.678
99 H 22.938 -4.760 -22.308
100 H 24.402 -10.903 -19.329
101 H 13.484 -7.066 -20.629
102 H 22.478 -7.861 -21.887
103 H 21.807 -8.901 -27.614
104 H 24.361 -6.879 -22.922
105 H 21.109 -14.180 -25.496
106 H 20.368 -5.146 -25.037
107 H 14.469 -5.592 -20.761
108 H 18.566 -3.101 -24.427

As for the lowest unoccupied orbital energy: 0.6 eV. Its charge is 0. Its structure (SMILES) is CC(C)O.CC(C)O.CC(C)O.CC(C)O.CC(C)O.CC(C)O.CC(C)O.CC(C)O.CC(C)O. For the frontier orbital gap, the calculation gives 10.541 eV.



[3]
An isolated molecule of C3H6FNO in a non-equilibrium geometry, computed with ωB97M-V with the def2-TZVPD basis set.

Geometry (Å):
1 F -0.491 -1.616 2.058
2 O 0.410 0.856 -0.974
3 N 0.290 -0.002 0.105
4 C -1.084 -1.860 0.846
5 C -0.703 -0.744 -0.042
6 C 1.327 1.911 -0.634
7 H 2.252 1.510 -0.246
8 H -1.324 -0.408 -0.899
9 H 0.844 2.618 0.034
10 H -0.803 -2.838 0.412
11 H 1.485 2.405 -1.592
12 H -2.202 -1.832 0.932

As for the lowest unoccupied orbital energy: 1.1 eV. Its charge is 0. Its structure (SMILES) is CO/N=C/CF. For the frontier orbital gap, the calculation gives 10.689 eV.



[4]
A structure of composition C23H27N4O6RuS3 in a non-equilibrium geometry, computed with ωB97M-V with the def2-TZVPD basis set.

Geometry (Å):
1 Ru 11.227 13.171 7.575
2 S 9.028 16.868 6.485
3 S 13.217 15.532 5.981
4 S 10.380 18.084 9.998
5 O 12.076 12.918 9.398
6 O 7.541 6.886 8.856
7 O 11.794 12.272 11.509
8 O 9.353 8.361 8.753
9 O 10.730 15.024 7.811
10 O 9.908 13.371 5.755
11 N 9.448 12.493 8.900
12 N 12.343 10.423 7.805
13 N 10.028 12.062 10.059
14 N 12.273 11.508 6.938
15 C 9.421 11.011 5.566
16 C 11.261 16.721 9.426
17 C 10.535 17.366 7.005
18 C 11.341 16.501 11.723
19 C 13.230 9.716 5.905
20 C 12.883 7.938 7.928
21 C 11.315 12.467 10.406
22 C 12.798 16.270 7.541
23 C 12.834 11.064 5.778
24 C 14.872 15.843 6.188
25 C 11.343 16.423 7.946
26 C 13.977 16.599 8.167
27 C 9.739 19.247 5.956
28 C 13.116 11.991 4.638
29 C 11.746 15.941 10.464
30 C 8.752 18.361 5.703
31 C 10.636 17.683 11.626
32 C 10.779 18.653 6.718
33 C 8.934 12.428 5.557
34 C 15.161 16.369 7.471
35 C 8.444 7.593 8.832
36 C 7.629 12.882 5.035
37 C 12.859 9.325 7.208
38 H 9.853 20.242 5.477
39 H 11.837 7.808 8.121
40 H 11.692 10.417 8.577
41 H 8.466 10.443 5.525
42 H 7.772 18.541 5.350
43 H 7.625 13.932 4.701
44 H 6.758 12.722 5.810
45 H 13.919 11.596 4.023
46 H 7.258 12.422 4.063
47 H 8.850 13.222 8.995
48 H 15.478 15.523 5.432
49 H 13.317 7.139 7.280
50 H 13.298 13.047 4.941
51 H 12.391 15.068 10.280
52 H 9.470 11.966 10.862
53 H 13.471 8.041 8.753
54 H 11.719 19.136 7.003
55 H 12.267 12.012 3.964
56 H 11.615 16.201 12.713
57 H 8.957 11.700 8.541
58 H 13.929 17.095 9.091
59 H 9.997 10.875 4.667
60 H 10.551 18.448 12.366
61 H 16.100 16.632 7.811
62 H 10.077 10.805 6.363
63 H 9.682 14.311 5.552
64 H 13.740 9.101 5.173

As for the lowest unoccupied orbital energy (spin up / spin down): -3.2 / -4.3 eV. Its charge is +1. The expectation value of S² is 6.0185. As for the spin multiplicity: 5. For the frontier orbital gap (spin up / spin down), the calculation gives 6.989 / 6.674 eV.



[5]
An isolated molecule of C8H19FNPS in a non-equilibrium geometry, computed with ωB97M-V with the def2-TZVPD basis set.

Geometry (Å):
1 S -1.860 2.415 -2.255
2 P 1.130 -0.104 0.158
3 F 1.422 0.764 1.526
4 N -0.410 0.759 -0.285
5 C 0.237 -2.722 -0.308
6 C -1.014 -1.618 1.577
7 C 0.349 -1.789 0.941
8 C -0.894 0.862 -1.671
9 C 0.323 0.681 -2.601
10 C 1.442 -2.333 1.929
11 C -0.746 1.919 0.573
12 C 0.247 3.022 0.352
13 H -1.035 -1.097 2.480
14 H -0.251 -3.631 0.026
15 H -1.712 2.284 0.297
16 H 1.431 -3.471 1.818
17 H -1.816 0.208 -1.940
18 H 2.388 -2.238 1.397
19 H -1.681 -2.425 1.802
20 H 1.353 -2.064 2.926
21 H 0.335 -0.426 -2.684
22 H 0.362 1.204 -3.485
23 H -0.850 3.224 -2.200
24 H 1.309 2.756 0.607
25 H -0.009 4.020 0.877
26 H 1.168 -2.948 -0.688
27 H 1.199 1.079 -1.987
28 H -0.562 1.649 1.549
29 H -1.712 -1.048 0.930
30 H 0.312 3.254 -0.713
31 H -0.454 -2.187 -0.950

As for the lowest unoccupied orbital energy: 0.8 eV. Its charge is 0. Its structure (SMILES) is CCN([C@H](C)S)P(F)C(C)(C)C. For the frontier orbital gap, the calculation gives 8.906 eV.